{
  "formula": "C5H13NO",
  "method": "ωB97M-V/def2-TZVPD",
  "elements": ["H", "H", "C", "H", "C", "C", "O", "H", "H", "H", "C", "H", "H", "H", "H", "N", "H", "C", "H", "H"],
  "coordinates": [[-0.49809, -1.19575, 1.94955], [1.10861, -0.62461, 2.37930], [-1.00611, -0.25989, -1.41661], [-0.20267, 2.36375, 1.10805], [0.36702, -2.07051, -0.58905], [-0.09110, 1.68941, 0.22730], [0.52192, 2.46489, -0.81298], [-0.56671, -2.62070, -0.67284], [1.70849, 0.33291, 0.25779], [-0.24306, 0.58328, 2.36675], [0.55525, 0.29672, 0.47063], [1.03375, -2.19314, -1.45505], [-1.94617, -0.16094, -0.87845], [-0.98189, 0.67806, -1.89897], [1.21776, 3.02259, -0.29138], [0.22049, -0.61889, -0.67960], [-1.03335, -0.85382, -2.31532], [0.20888, -0.27265, 1.80707], [-1.23768, 1.65446, -0.01822], [0.86465, -2.21517, 0.46204]],
  "forces_ev_per_angstrom": [[0.9, 1.9, -1.0], [-0.6, 0.6, -0.5], [0.9, -0.3, -0.2], [0.9, -0.9, 0.1], [1.9, 1.6, 1.8], [-2.1, 0.9, 0.0], [1.9, 1.1, 2.0], [-0.1, -0.1, 0.1], [-1.8, 0.7, 1.2], [0.3, -1.0, 0.2], [1.4, -1.1, -2.8], [0.0, -1.5, 0.6], [-0.4, -1.0, 0.4], [0.8, 1.6, -0.3], [-1.8, -1.5, -1.9], [-2.6, 1.9, -0.6], [-0.5, -1.0, 0.0], [-0.6, -0.9, 2.8], [2.1, -0.6, 0.2], [-0.6, -0.6, -2.2]],
  "smiles": "C[C@H](CO)N(C)C",
  "de_lowest_ev": 3.3458,
  "e_tot_ha": -328.19589,
  "fmax_ev_per_a": 3.27,
  "orbital_gap_ev": 8.70,
  "homo_energy_ha": -0.2863
}

---

{
  "formula": "C4H5N3",
  "method": "ωB97M-V/def2-TZVPD",
  "elements": ["C", "H", "C", "N", "H", "H", "H", "C", "H", "C", "N", "N"],
  "coordinates": [[0.87517, 1.37926, 1.85273], [-1.90229, 1.11349, -0.48839], [1.89660, -1.30531, -1.00612], [0.13220, 1.92663, 1.12379], [1.29599, -0.24236, 0.84025], [-0.42886, -0.58045, -1.50998], [-2.16746, -0.57364, 0.14159], [0.95766, -0.58544, -0.15738], [-1.56443, 0.73928, 1.18710], [-1.54960, 0.31494, 0.17023], [-0.23768, -0.28982, -0.54486], [2.69270, -1.89658, -1.60896]],
  "forces_ev_per_angstrom": [[-0.6, 0.6, -0.6], [0.2, -0.4, -0.1], [0.3, -0.3, -0.5], [1.3, 0.2, 1.0], [-0.2, 0.0, 0.0], [-0.3, 0.2, 0.4], [-0.4, -0.1, -0.3], [-0.6, 0.3, 0.2], [1.1, -0.7, -0.7], [0.4, -0.7, -0.6], [-0.1, 0.0, 0.4], [-1.1, 0.8, 0.8]],
  "de_lowest_ev": 5.2315,
  "e_tot_ha": -319.51995,
  "fmax_ev_per_a": 1.65,
  "orbital_gap_ev": 6.83,
  "homo_energy_ha": -0.3304
}

---

{
  "formula": "CH3N3",
  "method": "ωB97M-V/def2-TZVPD",
  "elements": ["H", "N", "H", "N", "H", "C", "N"],
  "coordinates": [[0.01532, -0.65677, 1.09530], [0.83735, 1.43672, -2.58340], [-0.54563, -0.51985, -1.64251], [0.31891, 0.04766, 0.34578], [0.93695, 0.76581, 0.80327], [-0.03482, -0.04284, -0.79972], [1.11928, 2.15469, -3.33983]],
  "forces_ev_per_angstrom": [[-0.3, -0.1, -0.4], [-0.9, -1.8, 2.4], [-0.2, 0.1, -0.5], [0.5, 0.5, 0.7], [0.2, 0.3, -0.3], [0.1, -0.2, -0.7], [0.5, 1.1, -1.3]],
  "de_lowest_ev": 1.7389,
  "e_tot_ha": -203.21509,
  "fmax_ev_per_a": 3.13,
  "total_charge": 2,
  "orbital_gap_ev": [8.39, 8.39],
  "homo_energy_ha": [-0.9070, -0.9070]
}

---

{
  "formula": "C5H5BrCl2F2N2O4",
  "method": "ωB97M-V/def2-TZVPD",
  "elements": ["F", "C", "O", "H", "H", "H", "N", "C", "O", "Cl", "O", "C", "C", "Br", "F", "Cl", "H", "H", "O", "N", "C"],
  "coordinates": [[0.68920, 0.80965, -1.04298], [3.81996, 0.26883, -1.65065], [-0.19821, -2.92133, 1.20432], [-3.54050, 0.72444, -0.61260], [-0.35470, 0.79867, 2.56546], [3.13413, -0.35499, -2.22899], [-1.01458, -1.01336, -0.07547], [-0.89370, 1.56295, 1.86313], [-1.75288, 1.25369, 0.71138], [4.54698, 1.47172, -2.72281], [-0.65567, -0.67761, -2.47988], [-0.34016, -0.28231, -1.21586], [-0.01083, -1.61017, 0.88551], [-2.68651, -0.98110, 2.38805], [1.17400, -0.93354, 1.46374], [5.05648, -0.76093, -0.91869], [3.27130, 0.78383, -0.85835], [-4.15168, -0.57883, 0.26732], [-0.69837, 2.88478, 2.12896], [-3.32223, -0.26449, -0.28675], [-2.07204, -0.17989, 0.61514]],
  "forces_ev_per_angstrom": [[-3.5, -3.7, 0.1], [-0.3, 0.0, 0.1], [1.7, 10.0, -2.1], [0.5, -1.6, 0.6], [-1.4, 0.9, -1.8], [0.3, 0.1, 0.1], [3.7, 2.2, 1.6], [0.9, 8.5, 0.9], [2.1, -2.2, 3.1], [-0.1, 0.0, 0.0], [2.7, 3.4, 9.7], [-1.1, -1.6, -8.3], [-0.1, -8.5, 2.4], [1.0, 0.5, -1.2], [-3.9, -1.4, -2.2], [-0.1, -0.1, 0.1], [0.3, -0.1, -0.2], [1.2, 0.3, -0.6], [-1.5, -9.3, -2.0], [1.0, 1.7, 1.3], [-3.4, 0.8, -1.4]],
  "smiles": "N[C@](Br)(OC=O)N(C(=O)F)C(=O)F.ClCCl",
  "e_tot_ha": -4297.90065,
  "fmax_ev_per_a": 10.65,
  "orbital_gap_ev": 8.97,
  "homo_energy_ha": -0.4033
}

---

{
  "formula": "C15H43F3InN6O3P2",
  "method": "ωB97M-V/def2-TZVPD",
  "elements": ["N", "H", "N", "H", "H", "O", "H", "H", "H", "H", "H", "O", "H", "F", "C", "C", "H", "C", "H", "N", "H", "H", "H", "N", "O", "P", "H", "H", "H", "N", "H", "C", "C", "C", "C", "H", "H", "H", "C", "H", "C", "H", "H", "C", "H", "In", "P", "H", "H", "H", "H", "H", "H", "H", "H", "H", "H", "H", "C", "C", "H", "H", "N", "H", "F", "H", "C", "C", "H", "F", "H", "H", "C"],
  "coordinates": [[-3.75041, -1.17127, -0.74612], [5.65181, -4.47703, 2.24714], [4.05415, -3.19289, 1.63078], [-5.01741, -0.51751, 0.81662], [6.02515, -2.73532, 2.29368], [-5.95556, 5.91873, 1.14508], [-0.39714, 5.83310, 0.24654], [-6.40948, 5.82621, 0.25608], [2.31128, -0.75774, 0.82910], [-2.88384, -2.35883, -2.28638], [0.09373, -1.55745, -0.23534], [3.87880, -3.01082, -1.68791], [-0.35133, -0.30934, 1.57953], [-5.72524, 8.38060, 2.00364], [-1.94789, 0.18645, -3.28459], [-1.40180, -0.14316, 1.27908], [-2.04054, -0.84945, 1.81962], [-3.85862, -2.07382, -1.88940], [-4.47306, -1.66658, -2.69904], [-1.57592, -0.27616, -0.16957], [2.26602, -1.07532, -0.91362], [-4.31806, -3.02188, -1.58131], [7.05404, -2.67942, 0.42483], [-3.11821, 0.46590, -2.45760], [-2.37739, 1.86044, -0.71253], [-3.01611, 0.45011, -0.72816], [-3.01072, 2.52742, -3.02913], [3.19072, -5.12342, 1.83305], [-4.05955, 4.42031, 1.90673], [5.47776, -3.92780, -0.22458], [-0.75960, 4.36828, 2.71240], [-4.36972, 7.72199, 1.89184], [-4.57292, 6.44163, 0.88961], [5.24046, -3.47950, 2.43322], [-0.93965, -1.50454, -0.60154], [-4.54769, 6.75539, -0.25604], [4.99684, -3.42526, 3.50211], [4.50743, -5.61774, -1.08720], [5.04835, -0.65395, 0.85765], [-1.65015, 0.86721, 1.61799], [5.45380, -5.07273, -1.15293], [2.02903, -3.80405, 1.61540], [-4.11958, 1.53977, -3.99237], [-3.55873, 5.18121, 1.14992], [-5.77852, -0.53978, -0.78270], [-1.43764, 5.74107, 1.70799], [3.96037, -3.09552, -0.14408], [7.54834, -3.89583, -0.68205], [-3.48876, 4.59324, 0.11315], [5.58510, -4.75478, -2.19758], [-4.57122, 2.02176, -2.35969], [2.82027, -4.00679, 3.17252], [6.07450, -1.01213, 0.81798], [-2.13907, 0.42622, -4.33838], [-1.06309, 0.74046, -2.96167], [-1.45845, -2.39659, -0.23661], [4.71909, -0.64364, 1.90148], [3.04259, 0.38641, -0.33661], [6.72207, -3.20495, -0.47121], [-5.08052, -1.07087, -0.12641], [-1.72786, -0.88148, -3.30398], [6.64173, -2.50182, -1.30382], [4.15377, -1.40573, 0.00038], [-5.49510, -2.05581, 0.11148], [-3.49876, 8.72904, 1.22200], [-1.29022, 7.20948, 2.74089], [2.88412, -0.68164, -0.10101], [2.97580, -4.08079, 2.09135], [-0.84198, -1.57423, -1.68249], [-3.96689, 7.38292, 3.27592], [5.11653, 0.39092, 0.52846], [6.25306, -5.77958, -0.91833], [-3.73233, 1.69870, -2.98328]],
  "forces_ev_per_angstrom": [[-3.3, -0.2, 2.3], [0.1, 0.1, 0.0], [-3.3, -1.8, 1.5], [0.0, 0.1, 0.0], [-0.1, -0.1, -0.3], [0.4, 0.7, -1.7], [-0.2, 0.1, 0.1], [1.0, 0.3, 1.7], [-0.1, 0.2, 0.2], [0.0, 0.3, 0.0], [-0.3, 0.3, 0.2], [-4.0, -1.9, 0.9], [-0.4, -0.1, -0.3], [4.1, -1.3, 0.1], [0.1, -0.4, 0.1], [0.2, 0.7, 0.0], [0.0, -0.2, 0.2], [0.1, 0.4, -0.7], [0.1, 0.0, 0.0], [1.9, -0.2, 1.2], [0.1, -0.1, 0.1], [0.0, 0.3, 0.5], [-0.1, 0.2, -0.1], [-0.7, 0.1, -1.9], [-3.5, 0.3, 2.9], [6.7, -0.8, -5.2], [-0.2, -0.1, 0.1], [-0.1, -0.2, 0.2], [0.9, 1.9, -1.4], [1.4, -1.5, -0.1], [-0.2, 0.2, -0.2], [-1.3, 0.9, -0.1], [-0.1, -2.0, -0.2], [0.6, -0.4, -0.4], [-0.4, -0.3, -0.2], [0.4, 0.0, 2.7], [-0.5, 0.1, -0.2], [0.1, 0.1, 0.0], [0.1, -0.3, 0.5], [0.0, 0.0, -0.2], [-0.3, 0.1, -0.1], [0.0, 0.0, -0.1], [0.0, -0.3, 0.0], [-1.3, -0.1, -1.2], [-0.3, -0.1, 0.0], [0.6, -0.4, 0.4], [7.5, 4.0, -1.8], [-0.4, -0.1, -0.1], [-0.3, 1.3, 2.1], [-0.1, -0.1, 0.1], [0.1, 0.0, 0.0], [0.1, 0.0, -0.1], [-0.1, -0.2, 0.0], [-0.2, 0.2, 0.3], [0.2, 0.0, 0.0], [-0.1, -0.3, 0.0], [0.0, 0.0, 0.2], [0.1, -0.4, 0.2], [0.0, 0.3, 0.4], [-0.1, -0.2, 0.4], [0.2, 0.0, 0.2], [0.1, 0.1, -0.1], [-0.4, 1.9, -0.6], [0.1, 0.0, -0.1], [-2.5, -2.9, 2.7], [-0.1, -0.2, -0.3], [-0.1, 0.1, -0.6], [-0.3, 0.2, 0.3], [-0.2, 0.0, 0.0], [-1.2, 1.6, -4.7], [-0.3, -0.2, -0.2], [0.1, 0.1, 0.2], [0.0, 0.2, 0.3]],
  "e_tot_ha": -2323.59686,
  "fmax_ev_per_a": 8.67,
  "total_charge": -1,
  "orbital_gap_ev": 4.42,
  "homo_energy_ha": -0.1667
}

---

{
  "formula": "C5H9NO",
  "method": "ωB97M-V/def2-TZVPD",
  "elements": ["H", "C", "H", "H", "H", "C", "C", "H", "H", "N", "C", "H", "H", "O", "H", "C"],
  "coordinates": [[-2.26110, 1.37380, 0.05044], [-1.16738, -0.35935, 0.79087], [2.03534, -0.60916, 0.79108], [1.43490, 1.76939, -0.01810], [1.54359, -1.14324, -0.80551], [-0.18355, -1.32136, 0.24064], [1.21540, -0.56047, 0.04971], [2.14657, 1.91170, -2.13687], [2.21054, 0.06875, -2.30651], [-1.69363, 0.56124, -0.20289], [1.77838, 0.93126, -1.86474], [-0.25709, -1.86102, -0.86405], [-1.79787, 0.31734, -1.10740], [-1.28567, -0.11156, 1.93188], [-0.10324, -2.12723, 0.89370], [1.22201, 0.85384, -0.63841]],
  "forces_ev_per_angstrom": [[0.4, -0.8, 0.4], [-0.8, 2.6, -4.5], [-1.1, 0.0, 0.2], [-1.5, -0.8, -0.4], [0.8, -0.2, 0.2], [1.5, -0.1, -3.3], [-0.5, 0.3, -1.9], [-0.2, 0.0, -0.6], [-0.3, -0.7, -1.0], [0.3, 0.1, 4.2], [-0.1, 1.0, 2.1], [-1.0, 1.8, 2.8], [-0.1, -1.2, -3.4], [-0.4, 0.0, 3.0], [0.4, -1.3, 1.3], [2.4, -0.5, 0.8]],
  "smiles": "C=CCCC(N)=O",
  "de_lowest_ev": 2.8297,
  "e_tot_ha": -325.83356,
  "fmax_ev_per_a": 5.31,
  "orbital_gap_ev": 10.50,
  "homo_energy_ha": -0.3495
}

---

{
  "formula": "C24H26N2O6S",
  "method": "ωB97M-V/def2-TZVPD",
  "elements": ["O", "H", "H", "C", "H", "C", "H", "H", "H", "H", "H", "C", "C", "C", "H", "S", "C", "O", "C", "H", "C", "H", "H", "H", "C", "H", "H", "O", "H", "H", "C", "O", "N", "N", "H", "H", "H", "O", "C", "C", "C", "H", "C", "C", "C", "H", "C", "H", "O", "C", "H", "C", "C", "H", "C", "H", "C", "C", "C"],
  "coordinates": [[1.39053, 0.05769, -1.75809], [5.51483, -2.86409, -0.98487], [2.13121, 1.20277, -3.26317], [0.64799, -2.32552, 3.23932], [3.00435, -6.15904, 1.05844], [-3.28728, 4.36719, -2.28501], [-0.84395, -1.92649, -1.49001], [0.06538, -2.15788, 0.02592], [-7.05827, 5.34169, -1.33488], [2.28066, -0.57100, 0.87588], [-0.26438, -2.30329, 3.81437], [2.75495, -3.39156, 2.70882], [2.09252, -1.37168, 1.57461], [-1.49967, 0.54703, -1.05800], [5.32732, -1.25656, -1.69603], [-1.86674, 0.26103, -2.62811], [4.48249, -4.97551, 2.08961], [4.33097, -2.32154, 1.32343], [3.80575, -5.46502, 0.81455], [3.28594, 0.83240, -1.95327], [2.48854, 0.43263, -2.58145], [-3.05564, 4.92771, -3.17628], [-4.17490, 2.41881, 0.90871], [3.38670, -4.63279, 0.25438], [1.55172, -3.35216, 3.40689], [5.80090, -1.09891, 0.73521], [-5.61326, 4.24898, 0.18163], [1.82867, -2.13281, -2.00723], [4.92606, -5.81789, 2.62829], [-6.09330, 6.48969, -0.36222], [-4.42998, 4.71440, -1.56012], [-1.79703, 2.13872, 1.96908], [-0.70912, -0.25417, -0.28729], [-1.97050, 1.57059, -0.26954], [1.36050, -4.14893, 4.10800], [-0.34462, 0.26361, 3.03142], [2.85147, -0.43211, -3.13875], [-5.15564, 5.74800, -2.05991], [-4.74167, 4.00544, -0.40425], [1.14879, -1.23613, -1.58579], [-2.80110, 2.62658, -0.71624], [-6.72697, 6.97825, -1.95297], [3.06159, -2.33410, 1.81889], [4.79794, -1.37077, 0.38528], [-0.13301, -1.46372, -0.79236], [5.26758, -4.25225, 1.85318], [0.88790, -1.34487, 2.28198], [4.18624, -0.46511, 0.38413], [3.56164, -4.43785, 3.02653], [-0.06634, -0.25482, 2.12054], [3.90392, -2.26189, -1.37465], [-1.53450, 1.41780, 1.03732], [-6.31980, 6.14856, -1.37737], [-1.59174, 3.08153, -2.42830], [-2.47511, 3.33821, -1.86570], [4.53400, -5.97339, 0.18882], [-0.67211, 0.21531, 1.01578], [4.88752, -1.97672, -1.01092], [-3.93096, 2.96416, 0.01090]],
  "forces_ev_per_angstrom": [[-0.1, 0.3, 0.2], [0.1, -0.1, 0.0], [0.0, 0.0, 0.1], [0.0, 0.1, -0.3], [-0.1, -0.1, 0.0], [-0.2, 0.1, 0.1], [0.2, 0.1, 0.2], [0.0, 0.1, -0.2], [0.0, 0.0, 0.0], [0.1, 0.1, 0.0], [-0.1, 0.0, 0.1], [-0.3, 0.1, -0.1], [0.0, 0.1, 0.0], [-0.1, -0.5, -0.6], [0.1, 0.1, -0.1], [-0.1, 0.0, -0.3], [0.4, -0.4, -0.5], [-0.2, -0.3, 0.2], [0.0, 0.2, 0.4], [0.0, 0.0, 0.0], [0.3, -0.1, -0.3], [0.0, 0.1, -0.1], [0.0, 0.0, 0.1], [0.0, 0.1, -0.1], [0.3, 0.0, -0.1], [-0.2, 0.0, 0.0], [-0.1, 0.1, 0.0], [-0.1, -0.1, -0.1], [0.0, 0.1, -0.1], [0.0, 0.0, 0.0], [0.2, -0.2, 0.0], [0.0, -0.2, -0.1], [-0.2, 0.2, -0.1], [0.1, -0.1, 0.1], [0.0, -0.1, 0.1], [-0.1, 0.1, 0.0], [0.0, 0.1, 0.0], [0.3, -0.1, -0.1], [-0.2, 0.3, -0.1], [-0.2, -0.2, 0.2], [-0.4, 0.4, 0.0], [0.0, -0.1, 0.1], [0.1, -0.3, 0.2], [0.2, 0.2, -0.4], [0.1, -0.3, -0.2], [-0.1, -0.2, 0.1], [0.3, -0.4, 0.1], [0.1, 0.0, 0.1], [0.0, 0.4, 0.2], [-0.5, 0.6, -0.5], [0.0, 0.0, -0.1], [0.0, 0.4, 0.6], [-0.2, 0.1, 0.1], [0.0, 0.0, 0.0], [0.0, 0.1, 0.2], [0.1, -0.1, -0.1], [0.5, -0.5, 1.0], [-0.2, 0.0, 0.4], [0.3, -0.2, -0.2]],
  "smiles": "CCOc1ccc(/C=C2/C(=O)N(c3ccc(OC)cc3)C(=S)N2CC(=O)OC)cc1OCC",
  "de_lowest_ev": 0.1192,
  "e_tot_ha": -1889.28435,
  "fmax_ev_per_a": 1.24,
  "orbital_gap_ev": 7.67,
  "homo_energy_ha": -0.2935
}

---

Please write out number 3 again, unchanged.
{
  "formula": "CH3N3",
  "method": "ωB97M-V/def2-TZVPD",
  "elements": ["H", "N", "H", "N", "H", "C", "N"],
  "coordinates": [[0.01532, -0.65677, 1.09530], [0.83735, 1.43672, -2.58340], [-0.54563, -0.51985, -1.64251], [0.31891, 0.04766, 0.34578], [0.93695, 0.76581, 0.80327], [-0.03482, -0.04284, -0.79972], [1.11928, 2.15469, -3.33983]],
  "forces_ev_per_angstrom": [[-0.3, -0.1, -0.4], [-0.9, -1.8, 2.4], [-0.2, 0.1, -0.5], [0.5, 0.5, 0.7], [0.2, 0.3, -0.3], [0.1, -0.2, -0.7], [0.5, 1.1, -1.3]],
  "de_lowest_ev": 1.7389,
  "e_tot_ha": -203.21509,
  "fmax_ev_per_a": 3.13,
  "total_charge": 2,
  "orbital_gap_ev": [8.39, 8.39],
  "homo_energy_ha": [-0.9070, -0.9070]
}

---

Q: Which formula does entry 2 have?
A: C4H5N3